1.
Entry from the Open Molecules 2025 dataset: 2 unconnected molecules or ions with the total composition C35H44N3 at a distorted geometry (ωB97M-V with the def2-TZVPD basis set).

```
82
Properties=species:S:1:pos:R:3:mulliken_charge:R:1
C 3.59137 -1.95840 0.83993 -0.898
C 2.62261 -3.13992 0.86246 -0.052
C 1.15943 -2.68215 0.88359 -0.788
N 0.89667 -1.74716 1.97957 0.569
C -0.33102 -1.68654 2.55193 0.603
C -1.41096 -2.52314 2.36007 -0.811
C -2.65927 -1.95688 2.93626 -0.243
C -2.18899 -0.73896 3.77994 -0.950
C -0.68338 -0.56195 3.51935 -1.031
C 1.78189 -0.57741 1.98526 -0.876
C 3.26488 -0.95153 1.93834 -0.775
H 4.61627 -2.32131 0.96683 0.365
H 3.54025 -1.46534 -0.14058 0.354
H 2.77210 -3.77098 -0.02353 0.466
H 2.81569 -3.76664 1.74492 -0.223
H 0.93466 -2.18733 -0.08303 0.272
H 0.50833 -3.55712 0.96915 0.213
H -1.41566 -3.34590 1.65097 0.891
H -3.36700 -1.62064 2.16059 0.405
H -3.21163 -2.66766 3.55688 -0.225
H -2.75185 0.15974 3.49966 0.326
H -2.37434 -0.92119 4.84650 0.233
H -0.11787 -0.65904 4.46200 0.358
H -0.47288 0.44305 3.11963 0.408
H 1.55581 0.06117 1.10866 0.346
H 1.60485 0.02268 2.88254 0.472
H 3.56218 -1.36150 2.91192 0.302
H 3.84704 -0.03311 1.78922 0.371
C 0.31245 -3.36743 11.81518 -1.160
N -0.75809 -3.07956 10.88528 0.185
C -1.88369 -2.36256 11.44890 -1.170
C -0.72518 -3.46944 9.58237 1.465
C -1.74508 -3.06160 8.67640 -0.871
C -1.73317 -3.48558 7.35967 -0.920
C -0.69747 -4.31881 6.86027 0.462
C -0.72941 -4.83602 5.50863 1.366
C -1.93307 -4.81732 4.76637 -1.652
C -1.99071 -4.98487 3.39406 -0.469
C -3.23040 -5.22531 2.68074 1.128
C -3.20252 -5.74084 1.36005 -0.381
C -4.36803 -5.80981 0.60006 -0.716
C -5.59155 -5.38169 1.14070 -0.434
C -5.64703 -4.93296 2.46674 -0.839
C -4.48840 -4.88768 3.24497 -0.253
C 0.47747 -5.43968 4.92341 -0.146
C 0.46841 -6.76356 4.43359 -0.379
C 1.63943 -7.37886 4.01815 -0.903
C 2.84224 -6.62896 3.93051 0.729
N 3.99199 -7.20032 3.45846 0.179
C 5.09282 -6.39677 2.96575 -1.052
C 4.19831 -8.63387 3.44717 -1.212
C 2.83110 -5.26403 4.32781 -0.854
C 1.68687 -4.71292 4.88000 -0.243
C 0.33839 -4.68894 7.76195 -0.582
C 0.32629 -4.29120 9.08499 -1.206
H 1.28489 -3.37211 11.31422 0.364
H 0.30945 -2.58864 12.58657 0.449
H 0.17093 -4.33948 12.31429 0.330
H -2.82959 -2.69955 11.00980 0.384
H -1.89943 -2.55174 12.52879 0.444
H -1.79455 -1.27522 11.29116 0.323
H -2.55041 -2.41333 9.02103 0.353
H -2.53846 -3.16335 6.69700 0.201
H -2.85642 -4.62965 5.32002 0.586
H -1.06339 -5.18111 2.84918 0.487
H -2.24384 -6.08361 0.95988 0.419
H -4.32065 -6.20187 -0.41834 0.383
H -6.49525 -5.40409 0.52968 0.402
H -6.59857 -4.62178 2.90306 0.403
H -4.55299 -4.55961 4.28439 0.355
H -0.46701 -7.32720 4.43845 0.515
H 1.63612 -8.43131 3.72958 0.442
H 4.72218 -5.50203 2.44390 0.284
H 5.75710 -6.06995 3.78204 0.302
H 5.67689 -6.99972 2.26039 0.438
H 3.56356 -9.12249 4.19295 0.396
H 3.97785 -9.06782 2.45931 0.332
H 5.25023 -8.84482 3.68130 0.434
H 3.74343 -4.66794 4.26308 0.495
H 1.71248 -3.69123 5.26668 0.574
H 1.14608 -5.33430 7.41957 0.424
H 1.11649 -4.62676 9.75474 0.326
```

The net charge is +1. The calculation puts the orbital gap at 5.07 eV.


2.
Entry from the Open Molecules 2025 dataset: C3H5N3 in the gas phase at a distorted geometry (ωB97M-V with the def2-TZVPD basis set).

```
11
Properties=species:S:1:pos:R:3:nbo_charge:R:1
C -1.44326 -0.17594 0.00531 -0.410
N -0.02421 -0.09827 0.12149 -0.366
C 0.58456 1.10709 0.00777 0.108
N 1.86283 0.95182 -0.16578 -0.272
N 2.12310 -0.37545 -0.12133 -0.282
C 0.98745 -0.98300 0.05619 0.146
H -1.70885 -0.83346 -0.80004 0.211
H -1.52011 0.90375 -0.49890 0.229
H -1.94797 -0.49310 0.92231 0.219
H 0.21198 2.04298 0.36632 0.212
H 0.87449 -2.04640 0.10666 0.204
```

Its SMILES is Cn1cnnc1. The calculation puts the energy above the lowest of the compared OMol25 structures with the same formula, charge and spin at 1.692 eV. The calculation puts the orbital gap at 10.44 eV.


3.
Entry from the Open Molecules 2025 dataset: 2 unconnected molecules or ions with the total composition C2H4BrNO3 at a distorted geometry (ωB97M-V with the def2-TZVPD basis set).

```
11
Properties=species:S:1:pos:R:3:nbo_charge:R:1
C 1.05853 0.33509 0.95927 -0.771
C 0.22083 -0.89911 0.94377 0.576
O -0.74613 -1.13119 1.58566 -0.491
Br 0.82229 -2.16656 -0.48356 -0.122
H 0.59899 0.99810 0.16965 0.284
H 1.20993 0.67303 2.01300 0.254
H 2.14491 0.22847 0.61568 0.250
O -0.74798 1.92685 -1.38191 -0.274
N -1.01604 0.81648 -1.04314 0.321
O -1.67416 0.00240 -1.95208 -0.519
H -1.87117 -0.78356 -1.42635 0.492
```

Its SMILES is CC(=O)Br.O=NO. The calculation puts the energy above the lowest of the compared OMol25 structures with the same formula, charge and spin at 0.381 eV. The calculation puts the orbital gap at 10.43 eV.


4.
Entry from the Open Molecules 2025 dataset: a molecular structure, C47H39Cl2IrN7O5S2 at a distorted geometry (ωB97M-V with the def2-TZVPD basis set).

```
103
Properties=species:S:1:pos:R:3:mulliken_charge:R:1
Ir -0.33224 0.07734 0.81847 0.886
N 1.10562 -2.54319 3.79385 0.106
C 0.41416 -2.40771 5.01760 -0.263
C 0.49748 -3.41004 5.96725 -0.800
C -0.16037 -3.27392 7.18257 -0.597
C -0.91038 -2.13924 7.44023 -0.753
C -1.00625 -1.14094 6.47775 -0.689
C -0.33882 -1.26890 5.27166 1.038
S -0.36260 0.05825 4.10634 -0.012
N 0.05142 -0.79019 2.67375 -0.353
C 0.87171 -1.79250 2.69679 1.213
C 1.61228 -2.10072 1.44903 -0.285
C 2.50259 -3.13675 1.29268 -0.563
C 3.20786 -3.23572 0.09087 -1.394
C 2.98680 -2.30497 -0.89736 -0.791
C 2.04827 -1.29834 -0.67348 -0.965
N 1.38555 -1.20580 0.47120 1.415
H 1.71214 -3.33880 3.70408 0.065
H 1.08339 -4.29842 5.76003 0.411
H -0.08627 -4.05986 7.92135 0.392
H -1.42038 -2.02445 8.38660 0.396
H -1.58959 -0.24780 6.66480 0.494
H 2.66523 -3.86964 2.07128 0.573
H 3.91002 -4.04416 -0.06020 0.457
H 3.49770 -2.34775 -1.84746 0.545
H 1.81223 -0.56465 -1.43165 0.459
C 3.64516 3.54350 0.77381 -1.183
O 2.50977 3.34291 -0.04835 -0.433
C 2.62384 2.47590 -1.09342 1.465
C 3.80867 1.89672 -1.52226 -0.505
C 3.79798 1.03837 -2.62006 -0.873
C 2.61924 0.76075 -3.28988 -0.408
C 1.43231 1.34115 -2.86018 -0.405
C 1.42992 2.18389 -1.76371 -0.152
N 0.24619 2.78414 -1.25039 -0.129
C -0.85046 2.07185 -0.94527 -1.345
N -1.86451 2.72147 -0.35208 0.420
C -2.63872 2.05440 0.62826 -0.021
C -2.16996 0.89441 1.24402 0.322
C -3.03866 0.25671 2.13307 -0.634
C -4.27981 0.79025 2.43749 -1.452
C -4.68687 2.00123 1.88880 -0.478
C -3.85563 2.63612 0.98249 1.196
O -4.12711 3.82995 0.37353 -0.422
C -5.19208 4.59557 0.90859 -1.014
N -0.88533 0.75828 -1.16964 0.966
C -2.11416 0.15473 -1.50422 0.221
C -3.01365 0.71042 -2.40406 -0.366
C -4.17907 0.03832 -2.74282 -1.200
C -4.45970 -1.19829 -2.18292 -0.896
C -3.56093 -1.77346 -1.29227 -0.781
C -2.40249 -1.09705 -0.98258 -0.057
O -1.42176 -1.59011 -0.12564 0.431
C -1.31449 -3.01274 -0.02073 -1.254
H 3.32088 4.19349 1.58276 0.213
H 4.45555 4.02510 0.22054 0.472
H 3.99800 2.59555 1.18845 0.479
H 4.73872 2.10166 -1.01268 0.436
H 4.72648 0.58576 -2.94426 0.419
H 2.60932 0.08012 -4.13058 0.435
H 0.50117 1.10108 -3.35314 0.390
H 0.42989 3.56472 -0.63226 0.403
H -1.89622 3.72919 -0.36538 0.508
H -2.74577 -0.67621 2.59745 0.455
H -4.94051 0.26765 3.11789 0.470
H -5.64192 2.42785 2.15912 0.451
H -5.13615 5.57071 0.43256 0.292
H -5.08778 4.70777 1.99028 0.409
H -6.16006 4.14146 0.68357 0.330
H -2.78926 1.67536 -2.84200 0.516
H -4.86522 0.48420 -3.45048 0.480
H -5.36891 -1.72488 -2.43813 0.463
H -3.77035 -2.73683 -0.84840 0.506
H -0.28846 -3.24867 0.23595 0.165
H -1.53103 -3.45145 -0.99275 0.539
H -1.99433 -3.38790 0.74805 0.264
Cl 3.32161 0.50399 2.16130 -0.184
C 2.51205 1.88376 2.84757 0.096
C 3.18088 2.56454 3.84502 -0.381
C 2.63946 3.71277 4.39704 -0.761
C 1.43315 4.18225 3.90106 -0.549
C 0.78514 3.50647 2.88933 0.522
Cl -0.70831 4.17759 2.30127 -0.232
C 1.25100 2.28470 2.32686 -0.021
N 0.55771 1.68923 1.34917 -0.042
H 4.13505 2.18478 4.18522 0.483
H 3.15739 4.24422 5.18252 0.391
H 0.98583 5.08462 4.29544 0.463
O 0.80644 -2.40046 -9.68364 -0.480
C 1.49825 -3.07562 -8.72594 0.651
O 2.37079 -3.83000 -9.06488 -0.581
C 1.12147 -2.80966 -7.31711 0.848
C -0.09357 -2.24049 -6.93043 -0.828
C -0.40595 -2.05928 -5.59732 -0.970
C 0.48152 -2.44447 -4.57400 0.032
S 0.06858 -2.24751 -2.90305 -0.020
C 1.71575 -2.99007 -4.98402 -0.441
C 2.01938 -3.18044 -6.31510 -0.760
H 0.19349 -1.78557 -9.26600 0.285
H -0.84009 -1.95927 -7.66800 0.216
H -1.35703 -1.62601 -5.31405 0.424
H 2.42841 -3.27500 -4.21965 0.319
H 2.96239 -3.62131 -6.61277 0.426
```

The spin multiplicity is 2. The calculation puts the energy above the lowest of the compared OMol25 structures with the same formula, charge and spin at 0.000 eV. The calculation puts the orbital gap (spin up / spin down) at 4.95 / 4.94 eV.